No. 1
C8H21ClI2InNP2 as an isolated structure in a non-equilibrium geometry, computed with wB97M-V/def2-TZVPD.

```
36
Properties=species:S:1:pos:R:3:forces:R:3
I 0.1991 -1.6135 0.0327 -0.08 0.77 -0.34
I -0.2173 0.6783 1.3997 0.03 -0.14 -0.10
In 0.0454 1.9945 -3.4367 0.00 0.13 -0.28
P 2.3784 0.7639 -0.6173 2.08 0.19 -0.10
C 3.2769 0.0750 0.8299 -0.71 -0.24 0.34
C 3.4738 0.0563 -1.9021 -0.68 -0.33 -0.38
H 4.5106 0.3765 -1.7089 -0.42 -0.11 -0.17
H 4.1999 2.3801 -0.5331 -0.60 0.05 -0.06
H 3.1114 0.3949 -2.8826 0.45 -0.19 0.12
H 2.7126 3.0331 -1.3814 0.42 0.02 0.37
H 3.1810 -1.0140 0.8674 0.09 0.17 0.08
H 3.3988 -1.0391 -1.8476 0.13 0.29 -0.19
C 3.0957 2.4526 -0.5263 -0.87 0.39 -0.01
H 4.3339 0.3473 0.7039 -0.29 -0.06 -0.04
H 2.7504 2.9187 0.4107 0.21 0.02 -0.39
H 2.9017 0.5077 1.7631 0.16 -0.14 -0.11
P -2.3602 0.1520 -1.0234 -1.97 -0.38 -0.40
C -3.2868 -0.7763 0.2648 0.67 -0.05 0.44
C -3.4804 1.6031 -1.0873 0.75 0.61 0.12
H -2.5772 -0.3366 -3.3716 -0.40 -0.29 0.05
H -4.1065 -0.7305 -2.4542 0.45 0.01 -0.09
H -2.6706 -1.8199 -2.3725 -0.15 0.25 -0.21
C -3.0055 -0.7768 -2.4605 0.78 -0.15 -0.29
H -3.1196 2.2779 -1.8787 -0.46 -0.07 0.27
H -4.5126 1.2561 -1.2754 0.52 0.19 0.03
H -4.3414 -0.7724 -0.0438 0.29 0.02 0.02
H -3.1938 -0.2866 1.2397 -0.10 -0.17 -0.14
H -3.4227 2.1218 -0.1179 -0.14 -0.01 -0.39
H -2.9299 -1.8079 0.3371 -0.14 0.14 0.06
Cl 0.0781 3.0958 -5.5429 -0.01 -0.44 0.84
C -0.0969 -2.7300 5.2377 -0.02 -0.21 0.50
C -0.0277 -2.2654 3.8717 0.22 0.52 -2.76
N 0.0416 -1.9461 2.7479 -0.20 -0.97 3.41
H 0.8431 -3.2316 5.4999 -0.22 0.15 -0.06
H -0.9190 -3.4493 5.3380 0.18 0.19 -0.02
H -0.2640 -1.8897 5.9196 0.03 -0.16 -0.13
```
Positions in Å, forces in eV/Å.

Relative energy (zero: lowest compared OMol25 entry of this formula, charge and spin), kJ/mol: 503.8
Charge: +2
Kohn-Sham gap (spin up / spin down), eV: 4.406 / 4.311

No. 2
A 2-piece molecular cluster, C5H11O2S overall in a non-equilibrium geometry, computed with wB97M-V/def2-TZVPD.

```
19
Properties=species:S:1:pos:R:3:forces:R:3
C -1.0117 -1.0360 1.6419 3.61 -3.07 -1.70
C -2.2482 -3.1329 -0.1109 8.00 1.46 3.47
S -2.5405 -1.6241 0.8850 -0.66 -0.14 0.15
H -0.2144 -0.7623 0.8210 -1.21 -1.26 1.33
H -1.1024 -0.0997 2.0142 -1.39 2.98 1.31
H -0.5174 -1.6352 2.5220 -1.08 0.60 -1.93
H -1.2843 -3.0827 -0.7060 -1.10 1.07 -0.04
H -2.9478 -3.3568 -0.7270 -5.00 -1.20 -3.62
H -1.8374 -3.9780 0.4327 -1.12 -0.41 0.95
C 1.1466 1.6963 -0.2122 0.77 3.22 1.53
C 1.2830 3.0852 -0.9706 1.26 -1.93 -1.24
C 1.7546 0.4430 -0.8664 0.73 -0.67 3.23
O 0.9648 -0.0911 -1.6553 0.40 -0.53 -1.28
O 2.7793 -0.0250 -0.2346 -1.19 0.62 -1.89
H 1.6691 1.9759 0.7672 -1.07 -1.21 -0.76
H 0.0701 1.4948 -0.1444 0.25 0.05 0.46
H 1.0421 2.6645 -2.0197 0.70 1.83 0.98
H 2.3178 3.5360 -0.7736 -0.96 -1.07 -1.03
H 0.6769 3.9282 -0.6633 -0.96 -0.34 0.08
```
Positions in Å, forces in eV/Å.

Relative energy (zero: lowest compared OMol25 entry of this formula, charge and spin), kJ/mol: 245.3
Charge: -1
Kohn-Sham gap, eV: 7.181

No. 3
H12NaO6 as an isolated structure, computed with wB97M-V/def2-TZVPD.

```
19
Properties=species:S:1:pos:R:3:forces:R:3
Na -0.0425 -0.0505 -0.0302 -0.21 -0.23 -0.07
O 1.4754 -1.5844 -1.1167 -0.03 0.11 0.15
H 1.1111 -1.9692 -1.9193 -0.01 -0.01 -0.07
H 2.3286 -1.2283 -1.3831 0.11 -0.09 0.00
O -1.5605 -2.0926 -0.4980 0.36 0.18 0.01
H -1.1043 -2.9064 -0.7326 -0.04 -0.11 0.02
H -2.1368 -2.3308 0.2338 -0.11 0.06 0.00
O 1.0157 2.4797 0.3150 -0.02 -0.24 -0.21
H 1.1965 2.8960 -0.5326 0.09 0.18 0.05
H 1.0789 3.2087 0.9404 -0.08 -0.04 0.14
O -2.4652 0.2344 1.2010 0.44 -0.11 0.05
H -3.3359 0.0523 1.5675 -0.12 0.06 -0.10
H -1.8826 0.2467 1.9674 -0.15 0.10 0.19
O 1.0836 -0.1982 2.2167 -0.28 0.08 -0.23
H 0.7423 -0.3121 3.1084 0.07 -0.10 0.07
H 1.8937 0.3102 2.3208 0.05 0.03 -0.01
O 0.0212 0.8587 -2.2851 0.11 0.07 0.24
H 0.5522 1.6443 -2.1340 -0.03 0.11 -0.20
H 0.0286 0.7415 -3.2396 -0.13 -0.08 -0.05
```
Positions in Å, forces in eV/Å.

Relative energy (zero: lowest compared OMol25 entry of this formula, charge and spin), kJ/mol: 46.1
Charge: +1
Kohn-Sham gap, eV: 11.904